## 1
A 10-piece molecular cluster, C20H60O20 overall. Source: OMol25; level of theory: ωB97M-V/def2-TZVPD.

Geometry as ORCA input:
```
! RIJCOSX wB97M-V def2-TZVPD def2/J DEFGRID3
* xyz 0 1
O -0.331 -0.269 5.456
O 0.176 -0.841 -6.740
O 1.730 0.537 -1.567
O 3.273 4.509 -2.167
O -3.489 -4.595 1.649
O 0.854 -4.469 -3.382
O -0.105 -3.655 1.035
O -4.900 -0.038 3.283
O 1.429 -1.704 2.275
O 1.385 0.334 -4.286
O -0.528 1.078 0.224
O 3.773 5.030 0.655
O -5.534 2.855 0.551
O 2.117 -1.787 5.145
O 1.206 0.903 3.306
O 5.612 4.899 -4.363
O 1.307 3.207 0.052
O -2.086 -4.521 -3.187
O -2.850 0.296 1.342
O -3.742 4.471 -1.108
C 2.642 -2.333 2.816
C 1.015 -1.014 -4.506
C -2.301 -4.466 0.938
C 0.184 -4.086 -2.187
C -4.165 -1.118 2.803
C -0.149 1.251 3.564
C -1.250 -3.851 1.852
C 4.130 3.612 -2.870
C 1.189 -1.423 -5.958
C 2.399 -2.801 4.282
C -0.928 0.068 4.180
C -0.168 -0.132 -0.373
C -5.089 2.448 -0.762
C 5.615 4.179 -3.159
C 1.357 -0.274 -0.493
C 2.526 4.882 1.339
C -3.798 -0.805 1.353
C -1.216 -3.530 -2.656
C 1.902 3.501 1.273
C -3.698 3.081 -1.169
H -3.531 4.707 -0.201
H 0.589 -0.490 5.291
H 1.722 0.023 0.491
H -4.456 0.777 3.040
H -3.268 -1.605 0.836
H 1.690 -4.883 -3.156
H 1.378 -0.865 2.739
H 3.631 3.166 -3.731
H 3.548 4.670 -0.206
H -1.739 -4.824 -4.030
H 2.701 4.927 -2.815
H -4.187 -4.573 0.990
H -1.675 -2.920 2.229
H 1.771 1.055 4.067
H -3.225 1.019 1.849
H 1.174 -2.508 -6.058
H 0.678 -3.234 -1.720
H 6.063 4.630 -2.273
H 1.208 3.440 2.112
H 2.977 -3.191 2.233
H -2.176 -5.459 0.505
H 0.344 -2.868 1.350
H -1.963 0.376 4.330
H -1.642 -3.024 -1.790
H 0.107 -4.949 -1.526
H -0.583 -0.206 -1.378
H 1.615 -1.654 -3.860
H -0.066 2.138 4.192
H -4.752 -2.032 2.894
H 2.525 5.228 2.373
H 2.913 -1.252 5.185
H -1.431 0.969 0.529
H 6.247 3.300 -3.288
H 3.375 -1.536 2.695
H 0.770 2.420 0.173
H 2.133 -1.072 -6.376
H -0.009 -1.190 -4.174
H -2.342 -3.803 0.074
H 0.419 -1.078 -7.638
H 5.265 5.774 -4.172
H 1.398 0.341 -3.326
H 1.630 -1.329 -0.508
H 1.819 5.543 0.838
H 4.277 2.839 -2.116
H -0.563 -1.019 0.123
H 1.675 -3.615 4.319
H -3.406 2.702 -2.149
H -3.239 -1.232 3.367
H -6.443 2.548 0.597
H -1.099 -4.584 2.644
H -2.936 2.771 -0.454
H -5.243 1.369 -0.761
H 1.908 1.431 -1.267
H -0.884 -0.897 3.677
H -0.980 -2.819 -3.448
H 3.264 -3.295 4.723
H 2.628 2.749 1.584
H -4.730 -0.608 0.824
H -5.860 2.737 -1.476
H -0.510 1.533 2.575
*
```

Output
Orbital gap = 9.45 eV
E_HOMO = -9.48 eV
Structure (SMILES) = OCCO.OCCO.OCCO.OCCO.OCCO.OCCO.OCCO.OCCO.OCCO.OCCO


## 2
A 10-piece molecular cluster, C20H60O20 overall. Source: OMol25; level of theory: ωB97M-V/def2-TZVPD.

Geometry as ORCA input:
```
! RIJCOSX wB97M-V def2-TZVPD def2/J DEFGRID3
* xyz 0 1
O 28.100 18.382 45.329
O 27.609 18.740 48.064
O 24.388 18.082 53.881
O 30.455 11.200 51.848
O 26.798 11.896 56.896
O 20.030 8.370 49.233
O 29.928 7.664 52.303
O 33.430 15.124 51.045
O 27.208 14.955 45.947
O 29.045 17.800 51.220
O 26.593 9.713 48.997
O 23.625 12.437 49.778
O 29.117 9.707 46.233
O 21.211 15.222 49.211
O 26.544 15.639 52.480
O 28.265 13.910 54.231
O 27.430 12.386 52.113
O 23.313 9.789 48.856
O 29.969 15.046 51.916
O 26.165 13.743 48.973
C 27.557 10.282 48.163
C 25.463 16.087 53.133
C 27.527 13.710 55.449
C 22.540 13.228 49.130
C 25.603 17.603 53.465
C 31.266 14.575 51.730
C 27.120 13.492 49.913
C 22.270 9.051 49.335
C 28.397 17.032 45.213
C 21.006 9.080 48.458
C 30.233 9.059 52.805
C 28.118 18.069 50.292
C 32.115 15.605 50.990
C 28.738 18.430 48.961
C 30.513 9.822 51.587
C 27.287 12.152 55.567
C 26.592 12.716 51.097
C 22.301 14.519 49.886
C 28.039 9.302 47.028
C 27.227 16.325 45.989
H 29.626 17.799 48.407
H 28.184 16.656 44.174
H 32.037 16.586 51.573
H 25.594 15.524 53.996
H 28.317 8.371 47.605
H 27.971 12.919 49.427
H 26.480 14.293 48.363
H 21.155 8.516 47.596
H 28.543 10.638 48.617
H 24.363 12.934 49.624
H 26.159 16.500 45.816
H 23.026 15.142 50.051
H 27.305 11.210 47.695
H 26.149 11.669 50.673
H 19.099 8.757 48.830
H 29.964 9.609 50.701
H 24.645 15.947 52.394
H 27.444 18.660 44.686
H 28.966 16.919 51.674
H 27.168 15.556 53.174
H 28.224 11.660 55.522
H 28.993 7.697 51.999
H 27.957 14.132 56.386
H 22.049 9.509 50.280
H 27.476 16.638 47.000
H 26.737 14.682 45.159
H 27.959 18.671 47.215
H 27.136 8.827 46.463
H 26.217 17.737 54.454
H 26.366 11.089 56.959
H 31.361 13.708 51.062
H 25.783 9.770 48.521
H 27.527 17.054 50.359
H 25.890 13.381 51.517
H 27.811 13.505 53.513
H 31.447 14.124 52.677
H 27.710 18.669 50.787
H 27.588 14.467 50.202
H 31.587 9.719 51.108
H 33.438 14.344 50.474
H 29.235 16.548 45.420
H 21.695 12.528 48.930
H 31.117 11.273 52.604
H 26.649 11.854 54.606
H 22.920 13.806 48.371
H 29.575 14.590 52.598
H 21.076 10.203 48.260
H 31.190 8.694 53.423
H 29.124 10.608 46.151
H 26.479 14.243 55.176
H 27.990 11.831 51.630
H 21.403 15.308 48.332
H 31.953 15.727 50.041
H 29.302 19.341 48.937
H 23.644 10.634 49.388
H 29.410 9.575 53.444
H 24.306 18.958 53.581
H 25.924 18.138 52.544
H 21.866 14.413 50.837
H 22.666 7.993 49.602
*
```

Output
Orbital gap = 9.74 eV
E_HOMO = -9.72 eV
Structure (SMILES) = OCCO.OCCO.OCCO.OCCO.OCCO.OCCO.OCCO.OCCO.OCCO.OCCO


Which of them is the most stable? Correct choice: 1.


## 1
One molecule with the formula C15H11NO3. Source: OMol25; level of theory: ωB97M-V/def2-TZVPD.

Geometry as ORCA input:
```
! RIJCOSX wB97M-V def2-TZVPD def2/J DEFGRID3
* xyz 0 1
O -3.561 -0.562 0.102
O 0.934 1.857 -0.312
O 1.450 -0.332 0.009
N 8.144 -0.001 0.027
C 3.551 -1.251 -0.487
C -5.422 0.641 -0.111
C 4.848 0.984 0.525
C -5.563 -1.919 0.343
C 2.817 -0.175 0.012
C 4.927 -1.210 -0.484
C 5.586 -0.087 0.021
C -1.816 1.087 -0.190
C 3.468 0.941 0.526
C -3.191 0.726 -0.126
C -4.324 1.503 -0.264
C -0.784 0.236 -0.045
C 0.590 0.715 -0.128
C -4.901 -0.610 0.111
C 6.998 -0.038 0.023
H -6.158 -2.205 -0.523
H -6.460 0.899 -0.157
H -4.348 2.557 -0.451
H 2.902 1.771 0.915
H -1.608 2.133 -0.371
H 3.021 -2.108 -0.872
H -4.808 -2.680 0.522
H -0.929 -0.817 0.135
H 5.501 -2.039 -0.871
H -6.227 -1.864 1.204
H 5.362 1.847 0.920
*
```

Output
Orbital gap = 8.05 eV
E_HOMO = -8.40 eV
Structure (SMILES) = Cc1ccc(/C=C/C(=O)Oc2ccc(C#N)cc2)o1


## 2
One molecule with the formula C15H11NO3. Source: OMol25; level of theory: ωB97M-V/def2-TZVPD.

Geometry as ORCA input:
```
! RIJCOSX wB97M-V def2-TZVPD def2/J DEFGRID3
* xyz 0 1
O 3.572 0.875 4.185
O 4.271 -1.044 3.316
O 1.828 1.299 2.072
N -4.069 -1.748 -3.348
C -0.463 1.768 -0.726
C -0.224 0.553 -1.392
C -2.307 -0.408 -2.434
C 2.319 -0.681 1.116
C -0.966 0.247 -2.662
C 1.078 1.187 0.961
C 0.171 2.105 0.448
C 1.338 -0.038 0.313
C -2.886 -1.175 -3.443
C 0.672 -0.358 -0.872
C -4.275 -0.864 -1.150
C -4.752 -1.594 -2.226
C -3.032 -0.261 -1.257
C 3.497 0.060 3.311
C 2.575 0.171 2.160
H -2.367 -1.331 -4.381
H -0.017 3.038 0.953
H -2.631 0.315 -0.435
H 2.754 -1.643 0.925
H -4.861 -0.764 -0.248
H -1.138 1.177 -3.215
H 0.863 -1.295 -1.371
H -5.719 -2.079 -2.196
H 4.121 -1.614 2.551
H -0.363 -0.407 -3.297
H -1.167 2.463 -1.161
*
```

Output
Orbital gap = 9.03 eV
E_HOMO = -9.18 eV
Structure (SMILES) = O=C(O)c1cc2cc(Cc3cccnc3)ccc2o1


Which of them is the most stable? Correct choice: 2.


## 1
A 7-piece molecular cluster, C6H26O10 overall. Source: OMol25; level of theory: ωB97M-V/def2-TZVPD.

Geometry as ORCA input:
```
! RIJCOSX wB97M-V def2-TZVPD def2/J DEFGRID3
* xyz 0 1
O 0.295 -0.129 0.455
O 1.237 1.218 2.828
O -1.970 1.192 1.991
O 0.077 1.102 -2.571
O -2.110 4.482 1.571
O -0.725 2.858 -0.428
O -0.617 -3.189 0.932
O 2.867 0.379 -2.078
O -3.076 -4.738 1.213
O 1.755 -2.493 -1.395
C 3.380 -0.905 -2.318
C -2.248 -4.733 0.034
C -0.064 3.720 0.546
C -1.489 -3.459 -0.157
C -0.976 4.898 0.832
C 3.039 -1.894 -1.222
H 0.178 3.123 1.427
H 3.034 -1.387 -0.250
H 3.752 -2.711 -1.172
H -0.832 -3.586 -1.024
H 0.825 4.080 0.028
H -2.141 -2.614 -0.421
H -3.921 -4.353 0.956
H 4.469 -0.943 -2.420
H -0.413 5.649 1.401
H -2.196 4.994 2.375
H 0.888 0.594 -2.409
H 0.670 0.994 3.573
H -2.636 1.740 1.557
H 0.060 0.620 -0.124
H -1.188 1.247 1.418
H 1.073 0.519 2.172
H -1.199 -2.908 1.654
H -0.432 -0.760 0.358
H -1.603 2.752 -0.038
H -1.267 5.405 -0.088
H 3.550 0.992 -1.802
H -1.493 -5.509 0.202
H 2.976 -1.331 -3.239
H 0.225 1.949 -2.131
H -2.860 -5.083 -0.800
H 1.105 -1.783 -1.438
*
```

Output
Orbital gap = 10.45 eV
E_HOMO = -10.02 eV
Structure (SMILES) = OCCO.OCCO.OCCO.O.O.O.O


## 2
A 7-piece molecular cluster, C6H26O10 overall. Source: OMol25; level of theory: ωB97M-V/def2-TZVPD.

Geometry as ORCA input:
```
! RIJCOSX wB97M-V def2-TZVPD def2/J DEFGRID3
* xyz 0 1
O 1.811 12.299 15.749
O -1.659 15.891 15.774
O 1.347 15.393 16.328
O 0.900 17.072 18.661
O -1.018 13.171 16.367
O 3.129 14.415 14.392
O 3.080 17.825 15.908
O 6.499 18.494 17.089
O 0.981 14.030 19.060
O 3.783 15.120 19.277
C -1.708 13.516 15.182
C 5.078 18.552 17.034
C -2.463 14.821 15.401
C 2.189 12.167 14.390
C 3.358 13.065 14.050
C 4.521 17.633 15.989
H 0.314 16.386 18.989
H 6.802 18.533 17.994
H 2.296 11.686 16.307
H -1.046 13.598 14.312
H 0.855 16.990 17.694
H 2.923 18.038 14.990
H 2.196 14.642 14.331
H -3.248 14.682 16.168
H 4.852 17.858 14.969
H 0.109 13.921 19.462
H 4.712 18.245 18.025
H 4.787 16.587 16.156
H 3.966 14.990 20.213
H -3.081 14.999 14.511
H 1.523 13.336 19.457
H 2.816 15.112 19.210
H 1.311 12.427 13.793
H -1.179 15.607 16.561
H 2.234 15.520 15.967
H 4.284 12.712 14.510
H 1.486 14.899 17.150
H 2.434 11.140 14.103
H 4.697 19.579 17.009
H -0.073 13.326 16.248
H -2.436 12.749 14.895
H 3.551 13.016 12.968
*
```

Output
Orbital gap = 9.70 eV
E_HOMO = -9.64 eV
Structure (SMILES) = OCCO.OCCO.OCCO.O.O.O.O


Which of them is the most stable? Correct choice: 1.


## 1
One molecule with the formula C22H25N3O3. Source: OMol25; level of theory: ωB97M-V/def2-TZVPD.

Geometry as ORCA input:
```
! RIJCOSX wB97M-V def2-TZVPD def2/J DEFGRID3
* xyz 0 1
O -3.986 0.920 0.747
O -3.649 -1.500 -0.730
O 2.411 3.248 0.474
N 4.212 2.415 -0.631
N -0.331 0.807 0.462
N 3.663 0.216 -0.850
C 4.140 -0.977 -0.282
C 3.382 -2.136 -0.459
C 1.337 0.890 -1.314
C -6.333 0.613 0.629
C 2.488 0.899 -0.292
C -2.623 -0.940 0.057
C -1.637 1.221 0.935
C -6.010 -1.679 -0.892
C 3.807 -3.344 0.057
C 1.986 0.288 1.019
C 0.076 1.522 -0.737
C -7.440 -0.085 0.186
C -5.053 0.175 0.313
C 5.006 -3.427 0.745
C -2.763 0.582 0.119
C -7.278 -1.223 -0.588
C -4.890 -0.995 -0.434
C 2.984 2.339 -0.080
C 4.589 1.212 -1.328
C 0.695 0.956 1.484
C 5.769 -2.286 0.920
C 5.341 -1.070 0.419
H -1.768 2.315 0.922
H -1.759 0.885 1.967
H -6.432 1.510 1.220
H 1.638 1.422 -2.218
H -1.675 -1.217 -0.403
H 0.352 0.456 2.393
H 1.788 -0.772 0.862
H 4.722 3.279 -0.707
H 4.459 1.344 -2.419
H 6.701 -2.337 1.463
H 5.343 -4.372 1.142
H -2.779 0.968 -0.912
H 1.130 -0.148 -1.578
H 0.885 2.014 1.715
H 2.459 -2.079 -1.016
H 2.751 0.386 1.792
H 5.942 -0.189 0.595
H 3.206 -4.229 -0.090
H 5.633 0.943 -1.143
H -5.857 -2.570 -1.480
H -2.668 -1.342 1.078
H -0.723 1.456 -1.477
H -8.429 0.265 0.438
H 0.261 2.587 -0.519
H -8.140 -1.762 -0.948
*
```

Output
Orbital gap = 8.80 eV
E_HOMO = -8.18 eV
Structure (SMILES) = O=C1NCN(c2ccccc2)C12CCN(C[C@H]1COc3ccccc3O1)CC2


## 2
One molecule with the formula C22H25N3O3. Source: OMol25; level of theory: ωB97M-V/def2-TZVPD.

Geometry as ORCA input:
```
! RIJCOSX wB97M-V def2-TZVPD def2/J DEFGRID3
* xyz 0 1
O -5.975 -2.468 0.102
O -1.755 3.464 0.840
O 1.287 0.171 -0.886
N 3.393 0.724 -0.292
N -1.237 1.662 -0.416
N 4.315 1.683 -0.017
C -3.390 0.631 -0.899
C -2.418 1.724 -1.256
C -4.153 0.735 0.255
C 0.257 2.259 1.379
C 3.953 -0.536 -0.151
C -5.161 -1.406 -0.159
C -4.387 -1.518 -1.315
C -8.102 -1.538 0.877
C 6.138 -1.415 0.456
C 2.099 1.040 -0.645
C -1.021 2.528 0.592
C 4.291 -2.866 -0.090
C 6.489 -3.896 0.516
C 1.797 2.513 -0.656
C -3.512 -0.515 -1.675
C 5.428 1.090 0.291
C -6.886 -2.408 1.181
C 5.631 -2.689 0.292
C -5.033 -0.266 0.628
C 3.434 -1.811 -0.317
C 1.452 2.995 0.762
C 5.294 -0.330 0.234
H -8.607 -1.909 -0.011
H 0.104 2.635 2.392
H -6.383 -2.071 2.096
H 1.222 4.061 0.716
H 0.952 2.691 -1.321
H 3.923 -3.875 -0.210
H 6.063 -4.523 1.299
H 6.546 -4.494 -0.393
H 2.409 -1.963 -0.611
H -4.058 1.617 0.871
H 2.328 2.864 1.401
H -7.807 -0.507 0.699
H -2.921 -0.621 -2.573
H 2.671 3.060 -1.008
H -4.490 -2.410 -1.913
H -0.601 0.890 -0.567
H -2.870 2.705 -1.083
H -2.115 1.639 -2.304
H 7.165 -1.256 0.750
H -8.793 -1.569 1.716
H 6.296 1.665 0.546
H -5.606 -0.141 1.533
H 0.450 1.187 1.427
H -7.199 -3.446 1.326
H 7.496 -3.611 0.809
*
```

Output
Orbital gap = 8.36 eV
E_HOMO = -8.17 eV
Structure (SMILES) = CCOc1ccc(CNC(=O)CCCC(=O)n2ncc3cc(C)ccc32)cc1


Which of them is the most stable? Correct choice: 2.


## 1
C4HNO as an isolated structure. Source: OMol25; level of theory: ωB97M-V/def2-TZVPD.

Geometry as ORCA input:
```
! RIJCOSX wB97M-V def2-TZVPD def2/J DEFGRID3
* xyz 0 1
O -1.503 1.107 -0.972
N 1.170 0.775 0.635
C 0.126 -1.671 0.089
C -0.536 1.101 -0.302
C 0.490 1.868 0.388
C 0.260 -0.439 0.078
H -0.006 -2.742 0.084
*
```

Output
Orbital gap (spin up / spin down) = 6.90 / 6.90 eV
E_HOMO (spin up / spin down) = -9.32 / -9.32 eV


## 2
One molecule with the formula C4HNO. Source: OMol25; level of theory: ωB97M-V/def2-TZVPD.

Geometry as ORCA input:
```
! RIJCOSX wB97M-V def2-TZVPD def2/J DEFGRID3
* xyz 0 1
O 1.166 0.927 -1.555
N 0.332 -2.338 -0.369
C -0.960 0.817 1.207
C 0.623 0.164 -0.805
C -0.249 0.532 0.283
C 0.676 -1.315 -0.785
H -1.571 1.165 2.008
*
```

Output
Orbital gap = 10.34 eV
E_HOMO = -11.57 eV
Structure (SMILES) = C#CC(=O)C#N


Which of them is the most stable? Correct choice: 2.


## 1
A 2-piece molecular cluster, C3H8O3 overall. Source: OMol25; level of theory: ωB97M-V/def2-TZVPD.

Geometry as ORCA input:
```
! RIJCOSX wB97M-V def2-TZVPD def2/J DEFGRID3
* xyz 0 1
O 2.025 -0.326 2.382
O -1.481 -1.530 -1.062
O -1.300 -0.842 1.065
C 0.659 0.583 -1.178
C -0.790 0.729 -0.687
C -1.301 -0.577 -0.106
H -1.465 1.043 -1.474
H -0.870 1.375 0.173
H 0.824 1.344 -1.930
H 0.866 -0.432 -1.504
H 1.089 -0.457 2.567
H 2.319 0.549 2.673
H 1.303 0.825 -0.337
H -1.876 -2.282 -0.581
*
```

Output
Orbital gap = 11.33 eV
E_HOMO = -10.59 eV
Structure (SMILES) = CCC(=O)O.O


## 2
A 2-piece molecular cluster, C3H8O3 overall. Source: OMol25; level of theory: ωB97M-V/def2-TZVPD.

Geometry as ORCA input:
```
! RIJCOSX wB97M-V def2-TZVPD def2/J DEFGRID3
* xyz 0 1
O 0.212 1.711 -2.773
O -0.430 1.639 0.589
O 0.993 -1.765 -0.151
C -0.169 -0.545 1.623
C 0.035 -1.835 0.850
C -0.736 0.491 0.649
H 0.712 -0.144 2.115
H 0.826 -1.019 -0.722
H -0.963 -2.135 0.478
H -0.152 2.462 -3.260
H 0.198 -2.696 1.492
H 0.533 2.043 -1.946
H -1.514 0.075 -0.019
H -1.009 -0.633 2.320
*
```

Output
Orbital gap = 10.90 eV
E_HOMO = -10.10 eV
Structure (SMILES) = O=CCCO.O


Which of them is the most stable? Correct choice: 1.